# C90H205N9O17

A cluster of 17 separate species, C90H205N9O17 in total at a distorted geometry (the ωB97M-V functional and the def2-TZVPD basis, the OMol25 dataset).

Structure (ORCA input):
```
! RIJCOSX wB97M-V def2-TZVPD def2/J DEFGRID3
* xyz 0 1
O 11.9394 21.3211 20.7749
O 16.1301 23.8696 15.1907
O 18.0004 25.3259 17.2805
O 12.9684 20.1260 23.2342
O 14.7158 26.7889 20.2475
O 17.2308 22.5637 11.5880
O 22.8881 16.6324 18.3238
O 25.3671 19.5812 23.7510
O 13.5622 14.9031 17.7929
O 20.5266 25.8686 18.1042
O 9.1208 18.8040 15.6266
O 19.2282 13.5204 17.1905
O 18.3929 15.8926 21.2764
O 19.1708 17.6665 19.0396
O 23.7239 18.0519 16.0888
O 15.0543 15.3739 15.3771
O 21.3864 22.7395 14.2966
N 18.4649 18.8651 19.1364
N 10.4605 19.0138 15.9236
N 20.9525 26.2443 19.4011
N 23.9883 15.8993 18.7967
N 16.5654 21.3206 11.9072
N 14.1363 19.3733 23.4600
N 13.8639 13.6045 18.1227
N 14.0779 26.0657 21.2330
N 24.7590 20.7726 24.0191
C 14.3084 24.7468 23.3879
C 21.6550 17.1534 15.4760
C 11.1852 17.7899 16.3846
C 23.8180 16.9407 21.1209
C 12.7822 12.6085 16.1865
C 13.3536 19.0972 15.7182
C 15.2738 17.1772 23.1139
C 17.5244 20.1928 12.0390
C 15.7184 22.5651 15.4912
C 16.7829 18.9609 12.5832
C 12.8150 17.2302 23.4933
C 11.1939 19.3338 13.5217
C 15.0298 25.4743 22.2273
C 21.3701 23.8103 19.8805
C 11.2184 16.6196 15.4246
C 25.6226 14.2232 20.4957
C 11.4506 12.7707 18.2705
C 10.3173 21.2613 14.8245
C 21.7968 28.5066 18.6970
C 22.5740 14.0125 19.8538
C 12.6440 18.2271 16.7823
C 20.7551 25.1553 20.3583
C 15.9779 24.4662 21.5552
C 16.3165 15.8050 15.0189
C 17.8907 18.9730 16.6137
C 16.5647 19.2131 23.8573
C 21.0297 27.6736 19.7481
C 23.2876 23.0779 25.0677
C 25.1062 21.2249 25.4078
C 13.2935 24.2713 19.7476
C 12.9017 25.3453 20.7306
C 21.5358 25.3977 21.6689
C 24.6766 16.6073 19.8760
C 10.4801 17.3281 17.7148
C 13.8547 10.8850 19.3542
C 17.3791 19.0119 18.1243
C 14.8899 11.9572 19.7227
C 11.9190 26.3254 20.0819
C 11.0760 19.9343 14.9042
C 19.3854 19.9612 19.4437
C 19.5797 28.2181 19.8932
C 16.8920 25.9054 17.9392
C 18.5397 20.5604 13.1558
C 13.9916 18.0193 22.8376
C 15.6711 20.8082 22.1207
C 19.6039 15.9306 22.0861
C 23.2902 13.8994 17.5217
C 13.1112 23.9114 22.9193
C 23.1382 22.5982 23.6165
C 16.5780 20.2915 18.4132
C 26.6507 21.1251 25.5824
C 15.8560 26.6212 22.8106
C 14.5130 13.4261 19.4342
C 12.8888 12.5341 17.7065
C 15.8048 14.2152 19.4590
C 22.2774 20.2838 23.8885
C 14.3292 22.3575 11.4713
C 15.3560 20.1550 23.4847
C 15.2953 21.1628 11.1964
C 24.2907 20.3203 26.4353
C 20.3211 20.2170 18.2804
C 19.4670 14.9414 17.1305
C 20.1365 19.6796 20.7652
C 12.1962 24.7240 21.9634
C 15.4539 18.6111 11.8490
C 17.4738 21.5278 18.6543
C 25.2108 17.9546 19.3255
C 21.6737 27.8335 21.1378
C 14.5930 19.8834 11.6976
C 25.8955 15.7079 20.2922
C 22.9430 17.8300 15.0227
C 15.3454 21.2663 24.5598
C 23.5345 20.9416 21.8564
C 13.7454 18.1049 21.3222
C 12.1691 20.8917 19.4502
C 18.2835 19.8388 10.7516
C 19.2353 24.9098 20.6406
C 13.5979 13.8002 20.6467
C 13.4620 11.1176 17.9322
C 15.6100 20.9972 9.6586
C 16.3702 17.8065 18.3847
C 21.7209 21.8468 15.3529
C 21.2753 26.8143 22.2238
C 24.6725 22.7425 25.6548
C 16.6365 17.8961 23.0066
C 12.4734 20.3333 15.4630
C 23.7042 14.4176 18.8770
C 18.5322 21.2504 19.6909
C 24.9408 13.6300 19.2648
C 23.4372 21.1586 23.4308
H 16.2471 16.5314 14.2091
H 15.3405 16.3339 22.4265
H 24.9095 19.9673 27.2603
H 9.4312 17.0317 17.7086
H 16.8623 14.9113 14.7166
H 24.7557 12.5702 19.4401
H 13.0208 10.9649 20.0516
H 12.1275 21.6312 18.6504
H 18.8328 20.7378 10.4720
H 23.8506 23.2294 23.0853
H 16.3171 21.7517 24.6505
H 26.7789 15.8715 19.6750
H 20.8796 16.9596 14.7348
H 21.8953 29.5490 19.0000
H 16.7296 16.8411 18.0286
H 13.0412 14.7300 20.5301
H 9.3098 21.1669 14.4195
H 20.3084 15.2110 17.7688
H 18.4067 13.2702 16.7612
H 14.7888 21.2481 21.6556
H 26.9595 20.0868 25.4607
H 22.4463 19.2080 23.9358
H 17.4771 17.3115 23.3804
H 10.8571 22.0073 14.2412
H 21.9274 22.2781 16.3324
H 14.2806 22.6307 12.5254
H 14.9273 17.8254 12.3908
H 13.3285 21.9864 11.2498
H 26.9488 21.5126 26.5566
H 23.5401 19.8790 21.6137
H 14.3722 18.8861 20.8922
H 18.5775 15.4962 17.4288
H 24.4750 22.8930 26.7161
H 16.1002 20.0937 21.4182
H 19.1319 27.9693 20.8553
H 22.1622 22.8650 23.2112
H 10.8867 25.9758 20.0706
H 15.4637 17.9264 17.7915
H 10.4945 18.1427 18.4389
H 11.1172 21.8145 20.8230
H 16.8284 22.3539 18.9528
H 14.5786 23.2583 10.9106
H 25.6568 13.5862 18.4441
H 19.5482 29.2916 19.7071
H 11.8434 18.4601 13.4676
H 18.7901 17.1403 19.7465
H 17.6136 24.9402 16.4910
H 14.5567 15.1793 14.5796
H 25.6031 18.5608 20.1419
H 15.9881 20.5108 17.5232
H 13.6931 19.6277 11.1383
H 14.2989 19.5194 16.0591
H 19.9445 20.7633 17.4155
H 10.2874 16.4063 14.8994
H 22.8143 14.1795 20.9038
H 22.5040 22.6625 25.7013
H 24.4997 18.5431 18.7458
H 27.1650 21.7276 24.8336
H 25.0584 14.1089 21.4213
H 19.6386 16.8544 22.6636
H 22.2774 12.9883 19.6278
H 14.3380 11.0015 17.2940
H 16.5448 26.3991 23.6257
H 16.8783 24.2310 22.1228
H 16.2926 14.1445 20.4312
H 26.5153 13.6394 20.7200
H 12.4266 23.5476 23.6855
H 23.4080 17.1534 14.3057
H 15.4726 23.5210 21.3570
H 11.2835 12.5813 19.3309
H 16.8312 18.1821 21.9729
H 22.7626 18.7864 14.5318
H 13.1965 17.2986 16.9268
H 16.5443 13.9566 18.7011
H 26.1357 19.8178 23.2266
H 19.4241 19.6966 21.5900
H 10.1935 18.9920 13.2562
H 17.7089 22.7655 12.3956
H 11.8641 27.3017 20.5634
H 19.1850 22.1153 19.8093
H 20.8888 21.1614 15.5142
H 20.7202 19.2603 17.9436
H 15.7601 19.9888 9.2729
H 24.1043 13.9927 16.8029
H 16.0653 17.7044 19.4262
H 12.7522 18.4425 21.0260
H 12.1636 13.4657 15.9207
H 21.7170 22.3112 13.5037
H 14.1898 13.9351 21.5520
H 23.0135 12.8452 17.5171
H 18.9058 27.8168 19.1363
H 13.0144 20.3690 22.3066
H 22.5890 25.1183 21.6986
H 11.5222 15.7453 16.0003
H 12.5037 20.8326 16.4315
H 24.6391 17.8494 15.8813
H 9.0550 18.2168 14.8700
H 12.9306 21.0886 14.8238
H 13.1590 20.4619 19.2969
H 16.4909 27.0169 22.0179
H 15.1491 11.7869 20.7676
H 17.6411 19.5552 9.9180
H 11.7455 25.4735 22.6140
H 21.6773 14.5860 19.6191
H 12.7998 10.3425 17.5464
H 13.0100 17.0290 24.5466
H 19.5763 25.9930 18.0489
H 22.4260 23.9539 19.6512
H 17.4553 19.7622 23.5519
H 18.9232 18.9650 10.8753
H 19.2474 24.1350 21.4072
H 20.5696 18.6797 20.7936
H 18.4645 18.0572 16.4718
H 14.0989 17.2258 20.7833
H 20.8733 23.3452 19.0290
H 17.3563 18.0340 12.5694
H 14.1875 15.1044 17.0928
H 22.0212 20.4367 24.9369
H 26.0605 17.8997 18.6449
H 15.2234 27.4343 23.1667
H 21.5943 28.8323 21.5670
H 22.9420 17.4762 20.7550
H 14.5330 21.9820 24.4336
H 20.9474 20.4010 20.8657
H 21.1826 17.8370 16.1815
H 16.7977 16.2558 15.8869
H 22.7525 27.7768 20.9930
H 12.3846 23.7022 19.5527
H 11.3791 24.0791 21.6402
H 19.6907 15.0714 16.0717
H 23.3790 20.7499 26.8506
H 12.5850 18.7538 17.7347
H 23.9851 19.3881 25.9602
H 16.5481 23.8306 14.3274
H 23.3066 17.0348 17.5592
H 13.4834 23.0533 22.3595
H 16.5217 19.0935 13.6331
H 14.1907 9.8497 19.4124
H 15.4947 15.2462 19.2885
H 19.8390 15.0943 22.7445
H 15.0163 24.0834 23.8847
H 11.0908 16.5796 18.2196
H 21.0472 24.7409 22.3886
H 11.1054 13.7976 18.1502
H 19.1344 19.6628 13.3252
H 18.0675 20.7640 14.1169
H 10.7271 12.2977 17.6065
H 13.7305 12.7330 15.6637
H 11.8544 17.7443 23.4612
H 12.7250 16.2835 22.9605
H 21.4401 23.1562 20.7496
H 22.4632 14.4395 17.0608
H 16.2974 21.6899 22.2563
H 13.8486 24.6583 18.8931
H 17.1208 18.8745 15.8485
H 21.3866 20.5268 23.3092
H 18.0557 21.0470 20.6498
H 15.3122 22.4710 16.4983
H 15.8109 20.1750 19.1787
H 14.7156 21.2446 9.0868
H 14.9278 22.1718 14.8521
H 18.7188 24.7034 19.7032
H 13.9373 23.5141 20.1953
H 16.6138 21.9444 15.4551
H 16.6487 19.0717 24.9349
H 13.5929 18.5624 14.7991
H 10.2385 21.7618 15.7896
H 21.2511 20.7495 18.4792
H 15.5643 18.1371 10.8737
H 19.2096 21.3412 12.7958
H 15.2870 16.7599 24.1207
H 11.4734 20.0715 19.2729
H 17.8991 21.8969 17.7210
H 22.6134 21.3098 15.0318
H 12.0384 16.6916 14.7100
H 24.3666 17.6402 21.7517
H 16.3330 24.7960 20.5789
H 16.4340 21.6286 9.3263
H 26.1919 16.0269 21.2915
H 21.9064 26.9855 23.0958
H 20.2319 26.9529 22.5070
H 21.3185 28.3918 17.7243
H 23.1066 24.1509 25.1320
H 24.4648 21.3664 21.4791
H 18.4329 15.1471 20.6729
H 17.0934 26.4739 18.8471
H 18.5317 19.8266 16.3934
H 16.2443 26.4993 17.2943
H 18.7326 25.7748 21.0731
H 11.5154 20.0617 12.7767
H 23.5607 16.0490 21.6927
H 15.7902 11.7477 19.1449
H 12.1760 26.3937 19.0248
H 12.4062 11.6520 15.8234
H 21.8371 16.1831 15.9378
H 20.4073 16.0345 21.3568
H 22.7973 28.0937 18.5683
H 25.5057 23.4134 25.4453
H 15.1089 20.8077 25.5199
H 14.3550 27.6758 20.3169
H 16.2283 25.1302 18.3224
H 12.8011 13.0956 20.8852
H 14.0092 25.4761 24.1407
H 22.7072 21.3489 21.2752
H 14.1552 20.1403 12.6622
*
```

Summary:
gap between HOMO and LUMO = 7.529 eV
highest occupied orbital energy = -7.40 eV
F_max = 4.4 eV/Å